22
Properties=species:S:1:pos:R:3:lowdin_charge:R:1 method="wB97M-V/def2-TZVPD" smiles=CC[Si](C)(P)CC homo_lumo_gap_ev=9.75 energy_ha=-830.32422 homo_energy_ha=-0.3210 de_lowest_kcal_mol=0.0 total_charge=0 e_lumo_ev=1.0150
C -1.91993 1.53428 0.05944 -0.20
C -0.51537 1.67014 0.59450 -0.27
Si 0.93040 -0.00493 -0.03265 0.48
C 0.70452 -0.06334 -1.93232 -0.24
P 3.14068 0.23710 0.34466 0.59
C 0.39694 -1.64075 0.81819 -0.39
C -1.01968 -2.07546 0.47508 -0.17
H -1.91872 1.36993 -1.01418 0.06
H -2.44814 0.71352 0.53601 0.05
H -2.47656 2.45118 0.26077 0.06
H -0.49644 1.69855 1.68054 0.03
H -0.03815 2.57308 0.21814 0.03
H 0.70168 0.94088 -2.35187 0.02
H 1.51534 -0.61812 -2.40372 0.02
H -0.23601 -0.53497 -2.20174 0.01
H 3.22612 1.48198 -0.25050 -0.19
H 3.00953 0.77463 1.61563 -0.18
H 1.09228 -2.42914 0.52430 0.06
H 0.48815 -1.53508 1.90052 0.06
H -1.73888 -1.33941 0.82948 0.05
H -1.14430 -2.16836 -0.60184 0.06
H -1.25345 -3.03570 0.93155 0.07


23
Properties=species:S:1:pos:R:3:lowdin_charge:R:1 method="wB97M-V/def2-TZVPD" smiles=[NH3+]CCCCC[NH3+] homo_lumo_gap_ev=12.53 energy_ha=-308.97809 homo_energy_ha=-0.6798 de_lowest_kcal_mol=30.6 total_charge=+2 e_lumo_ev=-5.9695
N -0.85593 -3.49038 1.37136 0.19
C -0.08122 -2.06895 1.49651 -0.06
C -0.61777 -1.11116 0.43176 -0.23
C 0.38528 -0.03651 0.13598 -0.24
C -0.19397 1.17344 -0.60664 -0.14
C 1.01214 2.06569 -1.14273 -0.08
N 0.41032 3.47226 -1.56430 0.20
H -0.70126 -3.60861 0.36746 0.15
H -0.22175 -4.16712 1.80239 0.17
H -1.87228 -3.62521 1.43643 0.18
H -0.32311 -1.78485 2.53125 0.14
H 0.96522 -2.41018 1.33412 0.15
H -1.49295 -0.57454 0.80218 0.12
H -1.24818 -1.48156 -0.43514 0.15
H 0.99900 0.16814 1.01554 0.13
H 1.20584 -0.55202 -0.45332 0.15
H -0.55752 0.67633 -1.49746 0.12
H -0.78460 1.90029 -0.03440 0.13
H 1.62626 1.74888 -1.98644 0.13
H 1.78242 2.18724 -0.40572 0.12
H 0.95140 3.98465 -2.26641 0.17
H -0.46736 3.31484 -2.06132 0.16
H 0.26959 4.13319 -0.79976 0.17


24
Properties=species:S:1:pos:R:3:lowdin_charge:R:1 method="wB97M-V/def2-TZVPD" smiles=CNCCCCN.O homo_lumo_gap_ev=8.86 energy_ha=-384.72481 homo_energy_ha=-0.2943 de_lowest_kcal_mol=83.6 total_charge=0 e_lumo_ev=0.8525
C -0.05686 -2.72688 1.46467 -0.14
N -0.82107 -1.49576 1.21070 -0.18
C -0.04093 -0.28213 1.04906 -0.24
C 0.76105 -0.36243 -0.43630 -0.17
C -0.35096 -0.15493 -1.47398 -0.26
C -0.65573 1.28982 -1.88232 -0.23
N 0.69409 1.79635 -2.38964 0.02
H -0.40150 -3.22002 2.35560 0.05
H 1.04447 -2.55762 1.55039 0.09
H -0.37372 -3.46292 0.66795 0.08
H -1.72020 -1.45548 1.75409 0.13
H 0.71624 -0.16900 1.97728 0.13
H -0.72411 0.55433 0.97183 0.07
H 1.12559 -1.40052 -0.45685 0.07
H 1.76260 0.27108 -0.43306 0.13
H -1.11818 -0.62871 -0.88536 0.08
H -0.07969 -0.77717 -2.41256 0.13
H -1.46227 1.28961 -2.70247 0.12
H -0.92452 1.92749 -1.03016 0.10
H 1.19264 1.04595 -2.88381 0.08
H 0.62703 2.57983 -2.77862 -0.06
O 0.08859 2.35694 2.16584 0.08
H -0.02426 3.25417 1.94697 0.04
H 0.74171 2.32800 2.65075 -0.10


24
Properties=species:S:1:pos:R:3:lowdin_charge:R:1 method="wB97M-V/def2-TZVPD" smiles=CC(C)N.NCCO homo_lumo_gap_ev=9.97 energy_ha=-384.83408 homo_energy_ha=-0.3358 de_lowest_kcal_mol=15.1 total_charge=0 e_lumo_ev=0.8322
C 2.13297 -0.86712 -0.69970 -0.09
C 1.76429 0.53795 -0.22829 -0.54
C 2.77856 1.05786 0.77914 -0.08
N 1.65880 1.50847 -1.32817 0.02
H 2.15945 -1.58843 0.11996 0.07
H 1.41250 -1.22255 -1.43936 0.06
H 3.11976 -0.85685 -1.17137 0.07
H 0.77885 0.51018 0.24504 0.09
H 2.52568 2.07191 1.08785 0.07
H 2.83026 0.41780 1.66069 0.07
H 3.77147 1.08914 0.31868 0.07
H 0.97263 1.18437 -2.00167 0.06
H 2.54185 1.53978 -1.83205 0.07
N -1.14482 0.26379 1.73727 0.00
C -2.21127 -0.53766 1.11948 -0.26
C -2.07278 -0.51441 -0.38879 -0.28
O -3.08049 -1.36376 -0.92838 -0.08
H -0.55717 -0.30828 2.32806 0.07
H -1.53459 0.97864 2.33543 0.07
H -3.19687 -0.15288 1.38820 0.11
H -2.16832 -1.57655 1.45201 0.11
H -1.07481 -0.87143 -0.66738 0.10
H -2.18076 0.50931 -0.75824 0.12
H -3.08245 -1.26590 -1.88696 0.08


24
Properties=species:S:1:pos:R:3:lowdin_charge:R:1 method="wB97M-V/def2-TZVPD" smiles=CCNC[C@H](C)N.O homo_lumo_gap_ev=9.35 energy_ha=-384.74744 homo_energy_ha=-0.3091 de_lowest_kcal_mol=69.4 total_charge=0 e_lumo_ev=0.9365
C 0.03009 1.84155 -2.27182 -0.12
C -1.11129 1.08254 -1.56752 -0.36
N -0.98561 0.88071 -0.18288 -0.11
C -1.05689 -0.55644 0.28663 -0.14
C 0.44737 -1.26279 0.12847 -0.35
C 0.39127 -2.40486 1.14493 -0.10
N 1.56265 -0.32106 0.40087 0.04
H 0.08921 3.00988 -2.19620 0.10
H 1.03847 1.41772 -1.86189 0.07
H 0.17060 1.57477 -3.35776 0.07
H -2.13494 1.67750 -1.80315 0.13
H -1.30250 0.07237 -1.99313 0.10
H 0.02003 1.11614 0.10679 0.09
H -1.75245 -1.21208 -0.21347 0.11
H -1.41704 -0.64120 1.17016 0.01
H 0.55110 -1.69646 -0.89840 0.14
H -0.05885 -3.30964 0.78232 0.06
H 0.00433 -2.14891 2.15090 0.08
H 1.41234 -2.86568 1.38886 0.09
H 1.79881 -0.32173 1.32403 0.03
H 2.22018 -0.30098 -0.37168 0.08
O 0.14565 1.23763 2.92566 -0.04
H -0.53291 0.98745 2.45142 -0.11
H 0.47036 2.14356 2.45688 0.14


24
Properties=species:S:1:pos:R:3:lowdin_charge:R:1 method="wB97M-V/def2-TZVPD" homo_lumo_gap_ev="9.35 / 4.36" energy_ha=-384.51430 s2=0.754 homo_energy_ha="-0.4474 / -0.4473" de_lowest_kcal_mol=18.2 total_charge=+1 e_lumo_ev="-2.8278 / -7.8087" spin_multiplicity=2
C -1.07125 1.18018 -2.34934 -0.29
C -1.26041 1.14914 -0.84278 -0.20
C -0.17710 0.34318 -0.10409 -0.16
C -0.35860 -1.18559 -0.20511 -0.14
N 0.01280 -1.83018 1.04066 0.12
C 1.32187 -2.47475 1.18562 0.01
N -1.57088 2.46516 -2.86305 -0.01
H 0.00616 1.17932 -2.53578 0.11
H -1.51702 0.37520 -2.93000 0.11
H -1.04128 2.16374 -0.50340 0.12
H -2.25642 0.88670 -0.49061 0.12
H 0.82840 0.69723 -0.34449 0.13
H -0.28927 0.59779 0.96180 0.12
H -1.44189 -1.35210 -0.30862 0.16
H 0.08762 -1.73374 -1.03014 0.14
H -0.00896 -1.08998 1.76006 0.15
H 1.17240 -3.44559 1.67535 0.13
H 1.87616 -2.44296 0.24962 0.11
H 1.89875 -1.88847 1.90578 0.10
H -2.54139 2.61659 -2.61298 0.07
H -1.51598 2.50908 -3.87202 0.07
H 3.07313 0.22714 4.66252 0.05
H 2.28897 0.97817 3.63707 0.04
O 2.48417 0.07473 3.91393 -0.07


24
Properties=species:S:1:pos:R:3:lowdin_charge:R:1 method="wB97M-V/def2-TZVPD" homo_lumo_gap_ev="7.05 / 6.25" energy_ha=-384.30046 s2=0.758 homo_energy_ha="-0.5241 / -0.5102" de_lowest_kcal_mol=152.4 total_charge=+1 e_lumo_ev="-7.2169 / -7.6376" spin_multiplicity=2
C 2.62522 1.36781 1.02281 -0.05
C 1.43319 0.50538 1.43070 -0.29
C 0.99710 -0.53362 0.40396 -0.25
C 0.32837 0.07444 -0.80145 -0.15
N -1.01825 0.55787 -0.47108 0.11
C -1.95368 0.41562 -1.54859 -0.23
N -1.99754 -0.97202 -2.05267 0.11
H 3.39490 0.62380 0.74273 0.10
H 2.38182 1.95868 0.13730 0.08
H 3.06174 1.92701 1.84179 0.09
H 1.60801 -0.06033 2.35369 0.12
H 0.53799 1.20150 1.51556 0.13
H 0.29821 -1.25822 0.84955 0.06
H 1.92221 -1.07803 0.15436 0.14
H 0.81858 0.96256 -1.21491 0.15
H 0.26709 -0.61966 -1.67723 0.16
H -0.35292 -0.09420 2.04561 0.44
H -1.63121 1.00576 -2.41069 0.13
H -2.92815 0.80312 -1.24778 0.14
H -2.93190 -1.26608 -2.32942 0.11
H -1.79161 -1.56816 -1.23599 0.07
H -1.37361 0.04307 0.35924 0.06
H -2.10093 -2.35402 1.27757 0.01
O -1.59462 -1.64228 0.85494 -0.25


24
Properties=species:S:1:pos:R:3:lowdin_charge:R:1 method="wB97M-V/def2-TZVPD" homo_lumo_gap_ev=10.28 energy_ha=-364.12075 homo_energy_ha=-0.5239 de_lowest_kcal_mol=34.3 total_charge=+1 e_lumo_ev=-3.9803
C 0.93882 -2.24999 -1.59070 -0.07
C -0.52509 -1.95325 0.33931 -0.37
N 0.09503 -1.42534 -0.75527 0.04
N -1.27830 -3.01252 0.03848 0.22
N -0.90892 -1.00124 1.23052 0.21
H 0.45448 -0.48029 -0.70232 0.12
H -1.05605 -3.59488 -0.76705 0.14
H -1.82149 -3.54676 0.70582 0.14
H -0.12927 -0.54942 1.67859 0.11
H -1.57546 -1.28448 1.93728 0.13
H 1.33370 -3.18659 -1.20201 0.10
H 1.81357 -1.69002 -1.93981 0.10
H 0.48237 -2.48413 -2.56353 0.10
C 0.09140 2.41697 0.96621 -0.31
C -0.87472 2.81756 -0.10609 -0.14
C 1.40030 1.95025 0.29238 -0.12
H 0.28903 3.24340 1.64221 0.11
H -0.27379 1.63652 1.63190 0.07
H -1.41967 1.98869 -0.59385 0.07
H -0.57358 3.52167 -0.86403 0.07
H 1.99600 1.34594 0.99761 0.07
H 1.32282 1.39853 -0.64535 0.05
H -1.78080 3.33923 0.28091 0.08
H 1.99962 2.80014 -0.01122 0.08


24
Properties=species:S:1:pos:R:3:lowdin_charge:R:1 method="wB97M-V/def2-TZVPD" homo_lumo_gap_ev=9.65 energy_ha=-364.12259 homo_energy_ha=-0.4888 de_lowest_kcal_mol=33.1 total_charge=+1 e_lumo_ev=-3.6514
N -0.98265 -1.58206 -2.51132 0.00
C -1.39351 -1.38764 -1.12597 -0.29
C -1.86337 0.04939 -0.95060 -0.23
N -1.52061 0.56119 0.39068 0.01
H -1.78078 -1.48691 -3.12724 0.08
H -0.67657 -2.54156 -2.63552 0.08
H -0.51135 -1.54360 -0.51491 0.09
H -2.16280 -2.07884 -0.76884 0.12
H -1.33818 0.67508 -1.68047 0.12
H -2.92844 0.12625 -1.16583 0.12
H -1.86078 1.51727 0.50067 0.12
H -1.92445 -0.00615 1.13228 0.12
C 1.55465 0.55175 2.65226 -0.06
C 1.93425 1.18232 1.32553 -0.20
C 1.60971 0.21557 -0.84303 0.13
N 1.10870 0.62647 0.24222 0.00
H 0.50162 0.72378 2.85988 0.07
H 1.74162 -0.52025 2.61788 0.09
H 2.13173 1.00729 3.44728 0.09
H 1.75928 2.26222 1.32765 0.13
H 2.97825 1.00170 1.07673 0.12
H 0.98155 -0.16819 -1.64772 0.09
H 2.67648 0.20721 -1.00570 0.11
H -0.03432 0.60771 0.40406 0.09


24
Properties=species:S:1:pos:R:3:lowdin_charge:R:1 method="wB97M-V/def2-TZVPD" homo_lumo_gap_ev=11.13 energy_ha=-364.13512 homo_energy_ha=-0.5251 de_lowest_kcal_mol=25.2 total_charge=+1 e_lumo_ev=-3.1571
C 1.14711 -0.99362 1.78833 -0.17
C 1.32147 -2.43241 2.21824 -0.17
H 0.75331 -0.36829 2.58900 0.07
H 2.11181 -0.64648 1.40936 0.07
H 0.49491 -0.92264 0.91220 0.01
H 1.31512 -3.19084 1.43416 0.06
H 0.39930 -2.75345 2.76198 0.08
H 2.15321 -2.66055 2.86174 0.06
C -1.07431 -0.27180 -0.99644 -0.23
C -2.50754 -0.31431 -0.58434 -0.08
C 0.44757 1.72234 -1.14661 -0.40
N -0.47057 0.99009 -0.44209 0.09
N 1.05820 1.19202 -2.19062 0.25
N 0.50335 3.02543 -0.83136 0.19
H -0.59568 -1.15790 -0.56937 0.10
H -0.85386 -0.47232 -2.05039 0.12
H -2.56180 -0.09273 0.49808 0.10
H -3.02212 -1.27215 -0.66454 0.10
H -1.28061 1.49444 -0.11010 0.13
H 0.81986 0.24881 -2.42242 0.11
H 1.73224 1.75180 -2.69888 0.15
H -0.13978 3.24369 -0.08266 0.12
H 1.38945 3.46392 -0.60098 0.14
H -3.14064 0.41698 -1.08230 0.09


24
Properties=species:S:1:pos:R:3:lowdin_charge:R:1 method="wB97M-V/def2-TZVPD" homo_lumo_gap_ev="9.72 / 4.15" energy_ha=-363.59950 s2=0.757 homo_energy_ha="-0.6634 / -0.6630" de_lowest_kcal_mol=64.1 total_charge=+2 e_lumo_ev="-8.3350 / -13.8887" spin_multiplicity=2
C 2.22677 -0.63361 0.76375 -0.12
C 2.81004 -1.68108 -0.26127 0.01
C 0.01651 0.61209 0.98351 -0.38
N 1.21306 0.33410 0.35884 0.25
N -0.78411 -0.31676 1.44415 0.28
N -0.34305 1.89277 1.12209 0.29
H 1.96595 -1.31552 1.55089 0.13
H 3.13383 -0.03469 1.12620 0.21
H 3.68773 -2.18636 0.11872 0.11
H 2.89251 -1.14263 -1.19035 0.08
H 1.71856 1.02139 -0.26234 0.23
H -0.70859 -1.28976 1.16659 0.17
H -1.52583 -0.22872 2.13454 0.18
H 0.26401 2.69903 1.06188 0.16
H -1.29750 2.13606 1.35200 0.17
H 2.04096 -2.40814 -0.65957 0.12
C -2.91476 -0.37518 -2.50233 -0.09
C -1.85221 0.34942 -1.49185 -0.15
H -2.97218 -1.43662 -2.18013 0.07
H -3.91421 0.01948 -2.30687 0.07
H -2.62438 -0.21484 -3.52947 0.07
H -1.78033 1.35458 -1.88198 0.07
H -2.13403 0.19126 -0.46476 0.03
H -0.98241 -0.23361 -1.56413 0.02


25
Properties=species:S:1:pos:R:3:lowdin_charge:R:1 method="wB97M-V/def2-TZVPD" homo_lumo_gap_ev=10.43 energy_ha=-439.29601 homo_energy_ha=-0.4977 de_lowest_kcal_mol=83.2 total_charge=+1 e_lumo_ev=-3.1086
C 0.89324 2.25764 -2.69053 -0.08
C -0.43240 1.46679 -2.74942 -0.23
C -1.42202 1.74644 -1.53060 -0.12
C -1.30991 0.55389 -0.51268 -0.24
C 0.45610 -0.39453 1.37226 -0.24
N -0.06210 -1.54391 1.40497 0.22
N 1.30176 0.28561 2.10396 0.21
N 0.60062 -3.67274 3.06321 0.02
O -0.11548 0.75704 0.21502 -0.10
H 1.66152 1.63687 -2.26020 0.06
H 1.20248 2.40440 -3.69350 0.06
H 0.71819 3.16789 -2.14707 0.07
H -0.93291 1.56142 -3.71304 0.10
H -0.27653 0.38269 -2.68787 0.09
H -1.06228 2.63402 -1.15479 0.07
H -2.41944 1.75040 -1.88339 0.10
H -2.24252 0.46412 0.09441 0.12
H -1.17999 -0.53759 -0.98564 0.14
H -0.61809 -1.92104 0.67723 0.12
H 0.42135 -2.25134 2.15195 0.12
H 1.79743 -0.00303 2.91234 0.13
H 1.13487 1.32284 1.91764 0.18
H -0.22191 -3.83506 3.79981 0.14
H 1.36918 -3.59812 3.60546 -0.02
H 0.73885 -4.63472 2.69049 0.08


The evaluated molar mass for the records listed, in turn: 134.235; 104.197; 120.196; 120.196; 120.196; 120.196; 120.196; 118.204; 118.204; 118.204; 118.204; 134.203 g mol⁻¹.